No. 1
The following is a DFT calculation (the ωB97M-V functional and the def2-TZVPD basis) of a cluster of 6 separate species, C6H24O6 in total in a non-equilibrium geometry.

Summary:
- SMILES = CO.CO.CO.CO.CO.CO
- orbital gap (eV) = 10.139
- E_tot (eV) = -18892.11491
- charge = 0
- energy relative to the best compared isomer or geometry (same formula, charge and spin) (kcal/mol) = 112.95

CARTESIAN COORDINATES (ANGSTROEM)
1 C -2.6845 3.2238 -0.4440
2 O -2.6814 2.5477 0.7897
3 H -2.6235 4.3111 -0.3977
4 H -1.7633 2.9212 -0.9419
5 H -3.3845 2.8533 -1.1929
6 H -1.9768 2.8163 1.3838
7 C 0.6675 2.6316 -4.0356
8 O -0.5839 3.0526 -4.6249
9 H 1.2213 3.4933 -3.6631
10 H 0.4392 1.8929 -3.2672
11 H 1.3531 2.1840 -4.7551
12 H -0.7985 3.8965 -4.2207
13 C -0.2489 -3.8207 1.4206
14 O -0.4685 -3.4828 2.7940
15 H 0.3659 -4.7193 1.3692
16 H -1.1159 -3.8346 0.7601
17 H 0.3214 -2.9648 1.0599
18 H 0.0507 -3.8999 3.4855
19 C -0.8872 0.1597 -0.6393
20 O -0.9848 -1.2532 -0.9146
21 H -1.7838 0.7065 -0.9312
22 H -0.6595 0.2108 0.4254
23 H -0.0488 0.6353 -1.1482
24 H -0.0647 -1.5262 -0.8926
25 C 0.4870 -0.2146 3.3473
26 O -0.0994 -0.5407 4.5891
27 H 1.0013 -1.0007 2.7945
28 H -0.2329 0.1302 2.6051
29 H 1.1681 0.6358 3.3794
30 H -0.9226 -0.9933 4.3911
31 C 2.9506 -1.6738 -0.0625
32 O 1.9016 -1.6498 -0.9772
33 H 2.9372 -2.2397 0.8690
34 H 3.7803 -2.0757 -0.6440
35 H 3.1809 -0.6349 0.1737
36 H 2.1876 -1.7780 -1.8846

Atomic partial charges in e from the Löwdin method, atoms 1 to 5:
1. C -0.1801
2. O -0.1167
3. H 0.0784
4. H 0.0501
5. H 0.0885

***

No. 2
The following is a DFT calculation (the ωB97M-V functional and the def2-TZVPD basis) of a cluster of 8 separate species, C6H25NO8 in total in a non-equilibrium geometry.

Summary:
- expectation value of S² = 0.76
- 2S+1 = 2
- orbital gap (alpha / beta) (eV) = 10.592 / 6.016
- E_tot (eV) = -24489.07409
- charge = +1
- energy relative to the best compared isomer or geometry (same formula, charge and spin) (kcal/mol) = 23.56

CARTESIAN COORDINATES (ANGSTROEM)
1 C -1.5606 -2.8675 0.0831
2 C -1.6966 -2.0195 1.3317
3 N -0.4766 -1.3093 1.6685
4 C 0.6015 -0.8810 0.7851
5 C 1.7159 -0.4968 1.8108
6 C 1.2857 -0.9918 3.2356
7 C -0.2580 -1.0578 3.0579
8 O -2.6707 -1.8391 1.9942
9 H -1.5844 -3.9099 0.3909
10 H -2.4265 -2.7128 -0.5471
11 H -0.6345 -2.7986 -0.4630
12 H 0.7663 -1.7246 0.1178
13 H 0.3516 0.0980 0.3475
14 H 2.6559 -0.9792 1.5630
15 H 2.0301 0.5481 1.7171
16 H 1.6567 -1.9773 3.5031
17 H 1.5861 -0.3124 4.0196
18 H -0.7115 -1.8323 3.7489
19 H -0.7079 -0.0808 3.2830
20 H 0.6904 -0.5267 -2.7393
21 H -0.0104 -1.9406 -2.9622
22 O 0.2387 -1.2836 -2.3170
23 H 2.2072 1.9791 -1.2573
24 H 3.3873 1.0772 -0.7000
25 O 2.9007 1.8971 -0.5905
26 H 0.1733 3.1479 -3.3451
27 H -0.0601 1.9067 -2.4466
28 O 0.6155 2.3799 -2.9747
29 H -2.0716 2.4145 -1.3613
30 H -1.6686 1.0155 -1.5784
31 O -1.8267 1.8248 -2.0858
32 H 0.9424 1.0684 -4.0132
33 H 2.3134 0.5732 -3.6209
34 O 1.5252 0.2678 -4.0825
35 H -2.0359 0.8728 1.7239
36 H -3.5912 0.9092 1.0399
37 O -2.7056 1.2328 1.1647
38 H -0.3850 3.4746 -0.1460
39 H -0.5301 2.2755 0.7051
40 O -0.0316 2.5784 -0.0608

Atomic partial charges in e from the Löwdin method, atoms 1 to 5:
1. C 0.0516
2. C -0.3835
3. N 0.0750
4. C -0.0569
5. C -0.1130

***

No. 3
The following is a DFT calculation (the ωB97M-V functional and the def2-TZVPD basis) of a cluster of 6 separate species, C6H25O6 in total in a non-equilibrium geometry.

Summary:
- orbital gap (eV) = 9.509
- E_tot (eV) = -18905.74945
- charge = +1
- energy relative to the best compared isomer or geometry (same formula, charge and spin) (kcal/mol) = 18.32

CARTESIAN COORDINATES (ANGSTROEM)
1 O 0.7642 -1.3257 -1.6748
2 H 1.4420 -1.5068 -1.0196
3 H 0.2373 -2.1079 -1.8543
4 H 0.1950 -0.6334 -1.3307
5 O -0.3261 -3.5602 -1.6655
6 H -0.4266 -3.9966 -0.8195
7 H -0.5473 -4.2323 -2.3101
8 O -1.1765 0.2167 -1.1894
9 H -1.3465 0.9137 -0.5558
10 H -1.9785 -0.3058 -1.1924
11 O 2.6817 -1.8153 -0.1394
12 H 3.3712 -1.1516 -0.1527
13 H 3.0867 -2.5737 0.2815
14 C -2.1689 -1.3865 1.6115
15 C -2.4348 -0.4677 2.7965
16 C -3.7461 -0.7800 3.5771
17 O -1.3873 -0.6345 3.6779
18 H -1.2278 -1.2071 1.0918
19 H -2.9333 -1.3982 0.8344
20 H -2.1575 -2.4345 1.9111
21 H -2.4378 0.5909 2.5367
22 H -4.5432 -0.9153 2.8461
23 H -3.9484 -0.1157 4.4173
24 H -3.5719 -1.7491 4.0446
25 H -1.6627 -0.3824 4.5623
26 C 2.1079 2.0830 -2.7836
27 C 2.5766 2.7365 -1.5099
28 C 1.7540 3.8481 -1.0121
29 O 2.5387 1.8020 -0.4405
30 H 1.9942 2.9153 -3.4782
31 H 1.1639 1.5567 -2.6421
32 H 2.8311 1.3811 -3.1988
33 H 3.5802 3.1279 -1.6760
34 H 2.2349 4.3395 -0.1664
35 H 0.7334 3.5430 -0.7808
36 H 1.6710 4.5635 -1.8302
37 H 3.0572 1.0624 -0.7659

Atomic partial charges in e from the Löwdin method, atoms 1 to 5:
1. O 0.2481
2. H 0.0431
3. H 0.0545
4. H 0.0595
5. O 0.0140

***

> What is the charge in the second record?

+1